Below is 7 unconnected molecules or ions with the total composition C33H55ClN6O9, with properties calculated with ωB97M-V/def2-TZVPD.

Results
Max |F| in eV Å⁻¹: 0.9
E_tot in eV: -75002.299
Kohn-Sham gap in eV: 7.361

Structure (ORCA input):
```
! wB97M-V def2-TZVPD RIJCOSX def2/J DEFGRID3
* xyz 0 1
O -5.2232 5.5271 7.5667
C -5.4160 5.3733 6.3849
C -6.4112 6.1891 5.6319
C -7.0611 5.5956 4.6438
Cl -8.2169 6.4207 3.6721
C -6.7798 4.1551 4.3502
O -7.5922 3.3946 3.9146
C -5.3656 3.7401 4.6392
O -4.9037 2.7575 3.8336
C -4.6738 4.3372 5.6141
C -3.2480 4.0085 5.9521
C -2.2915 4.3499 4.7647
C -1.6974 3.1072 4.0605
C -1.9752 3.0034 2.5763
C -2.1407 4.1223 1.7642
C -2.4148 4.0061 0.4039
C -2.5514 2.7496 -0.1725
C -2.3890 1.6276 0.6300
C -2.0980 1.7405 1.9883
H -6.5513 7.2233 5.9065
H -4.4853 2.0740 4.3720
H -2.9760 4.6768 6.7663
H -3.1198 2.9756 6.2738
H -1.4998 5.0021 5.1251
H -2.8791 4.9363 4.0637
H -0.6124 3.1445 4.1806
H -2.0512 2.2124 4.5613
H -2.0552 5.1098 2.2003
H -2.5422 4.9080 -0.1787
H -2.7768 2.7038 -1.2279
H -2.4917 0.6638 0.1563
H -2.0043 0.8254 2.5489
C -1.0636 -1.2737 -1.9615
O -1.4864 -0.3890 -1.2349
N -1.7565 -1.8493 -2.9551
C -1.1746 -2.8995 -3.7734
C -3.1161 -1.4025 -3.2060
H -0.0443 -1.6819 -1.8556
H -1.1590 -2.5862 -4.8206
H -1.7717 -3.8111 -3.6810
H -0.1505 -3.1075 -3.4476
H -3.1209 -0.3381 -3.4442
H -3.7294 -1.5534 -2.3165
H -3.5359 -1.9633 -4.0371
C 2.3286 -4.8506 -3.9008
O 1.5407 -4.0309 -3.4546
N 2.2033 -5.4698 -5.0812
C 3.1795 -6.4327 -5.5534
C 1.0492 -5.1635 -5.9162
H 3.2354 -5.1486 -3.3472
H 3.6112 -6.0907 -6.4959
H 2.7004 -7.4001 -5.7132
H 3.9760 -6.5501 -4.8215
H 1.0455 -4.1009 -6.1590
H 0.1320 -5.4016 -5.3754
H 1.0937 -5.7424 -6.8339
C 1.0674 4.4762 -1.9923
O 0.0985 4.1027 -2.6221
N 1.7862 3.7120 -1.1469
C 2.9350 4.2299 -0.4352
C 1.3953 2.3247 -0.9440
H 1.4521 5.5092 -2.0681
H 3.8284 3.6594 -0.6999
H 2.7728 4.1529 0.6422
H 3.0960 5.2749 -0.6928
H 1.4233 1.7961 -1.8980
H 0.3762 2.2742 -0.5574
H 2.0731 1.8449 -0.2421
C 4.2204 -3.3526 1.2957
O 5.0108 -2.6634 0.6806
N 2.9662 -3.6298 0.8928
C 2.0720 -4.4613 1.6719
C 2.4971 -3.0734 -0.3670
H 4.4776 -3.8214 2.2620
H 1.7715 -5.3352 1.0901
H 1.1790 -3.8953 1.9457
H 2.5688 -4.7971 2.5801
H 3.1350 -3.4147 -1.1811
H 2.5441 -1.9844 -0.3277
H 1.4743 -3.3872 -0.5554
C 3.3710 -2.5151 -8.4675
O 2.2133 -2.8041 -8.2288
N 4.2790 -2.1440 -7.5462
C 5.6446 -1.8111 -7.9013
C 3.8731 -2.0758 -6.1516
H 3.7796 -2.5355 -9.4921
H 6.3381 -2.4814 -7.3894
H 5.8663 -0.7829 -7.6096
H 5.7872 -1.9106 -8.9752
H 3.5194 -3.0543 -5.8226
H 3.0542 -1.3645 -6.0416
H 4.7116 -1.7641 -5.5344
C -0.5861 -0.7374 5.1477
O -0.8180 0.1391 4.3357
N 0.3740 -0.6691 6.0879
C 0.6094 -1.7431 7.0324
C 1.1988 0.5269 6.1505
H -1.1589 -1.6799 5.1775
H 0.4719 -1.3804 8.0529
H 1.6290 -2.1188 6.9247
H -0.0872 -2.5591 6.8525
H 0.5721 1.4020 6.3258
H 1.7219 0.6675 5.2042
H 1.9224 0.4304 6.9558
*
```


Below is a molecular structure, C33H56B3NO18, with properties calculated with ωB97M-V/def2-TZVPD.

Results
Max |F| in eV Å⁻¹: 2.9
E_tot in eV: -75510.361
Kohn-Sham gap in eV: 9.430

Structure (ORCA input):
```
! wB97M-V def2-TZVPD RIJCOSX def2/J DEFGRID3
* xyz 0 1
C 4.8092 -2.3351 1.5041
C 5.5190 -2.4302 0.1400
O 5.9594 -1.1675 -0.3429
C 4.8987 -0.5291 -1.0082
C 5.0173 0.9903 -1.0663
O 5.2497 1.6427 0.1557
C 4.3001 1.3839 1.1785
B 2.8444 1.9733 1.0006
O 2.1726 2.3865 2.1629
B 0.8628 1.9676 2.0391
O 0.4802 0.9808 1.1313
B 1.1430 1.0571 -0.0780
C 0.9289 0.0911 -1.3042
C -0.0260 -1.0723 -1.0230
O -1.1515 -0.9253 -1.3322
N 0.3576 -2.2846 -0.3703
C 0.3504 -2.1689 1.0930
C 1.6060 -2.8720 -0.8938
O 2.1047 2.0766 -0.1730
H 3.7611 -2.0777 1.3218
H 5.2432 -1.4804 2.0261
H 4.9172 -3.2560 2.0630
H 4.8852 -2.9617 -0.5786
H 6.4087 -3.0465 0.2750
H 4.8266 -0.8755 -2.0528
H 3.9302 -0.7785 -0.5495
H 4.1488 1.3584 -1.6292
H 5.8869 1.2161 -1.6885
H 4.7055 1.8511 2.0794
H 4.1902 0.3185 1.4364
H 0.0613 2.5119 2.7262
H 1.9109 -0.2056 -1.6793
H 0.4775 0.6735 -2.1110
H -0.6642 -1.9062 1.3950
H 1.0793 -1.4607 1.5003
H 0.5121 -3.1720 1.4869
H 1.3759 -3.7457 -1.5067
H 2.1951 -2.1952 -1.5158
H 2.2095 -3.2138 -0.0530
O -6.5787 -3.6269 1.9196
C -5.7953 -3.1052 1.1809
O -4.7965 -2.2935 1.6108
C -4.0955 -1.7382 0.4819
C -4.3728 -2.6895 -0.6679
C -5.7724 -3.1954 -0.3322
H -4.4824 -0.7344 0.2927
H -3.0351 -1.6690 0.7118
H -4.2939 -2.2160 -1.6442
H -3.6651 -3.5202 -0.6399
H -6.5502 -2.5448 -0.7351
H -5.9282 -4.2194 -0.6603
O 3.4515 -5.1822 1.3645
C 2.9332 -5.6036 2.3617
O 3.4487 -5.4161 3.5973
C 2.6560 -6.1289 4.5699
C 1.2971 -6.3187 3.9192
C 1.6693 -6.4343 2.4443
H 3.1506 -7.0785 4.7876
H 2.5987 -5.5447 5.4861
H 0.7544 -7.1683 4.3027
H 0.6863 -5.4334 4.0740
H 1.9048 -7.4611 2.1589
H 0.8971 -6.0294 1.7946
O -1.0063 -6.5452 5.3804
C -1.2774 -5.8117 6.2865
O -0.5190 -4.7353 6.6154
C -1.0375 -4.1164 7.8071
C -2.4913 -4.5535 7.8822
C -2.4419 -5.9390 7.2462
H -0.4529 -4.4661 8.6608
H -0.9312 -3.0369 7.7273
H -2.8906 -4.5444 8.8947
H -3.1089 -3.8924 7.2719
H -2.2122 -6.7171 7.9759
H -3.3576 -6.1791 6.7132
O 2.6387 7.8062 -2.7817
C 1.9485 7.0954 -2.1136
O 0.7453 6.6206 -2.5356
C 0.1087 5.8877 -1.4762
C 1.2335 5.4671 -0.5500
C 2.2243 6.6183 -0.6997
H -0.6126 6.5457 -0.9862
H -0.4223 5.0349 -1.8954
H 0.9051 5.2971 0.4747
H 1.6828 4.5428 -0.9162
H 2.0140 7.4327 -0.0048
H 3.2551 6.2906 -0.5965
O -2.1553 5.0345 -5.3230
C -1.5282 5.9616 -5.7558
O -2.0961 7.0356 -6.3492
C -1.0694 7.9135 -6.8520
C 0.1728 7.5784 -6.0412
C -0.0232 6.0937 -5.7651
H -0.9376 7.7164 -7.9183
H -1.3848 8.9463 -6.7225
H 1.1019 7.8153 -6.5561
H 0.1624 8.1299 -5.0998
H 0.3803 5.4709 -6.5657
H 0.3946 5.7998 -4.8069
O -6.8024 0.6941 -3.2598
C -6.1657 1.6166 -3.6803
O -6.7276 2.6997 -4.2730
C -5.6978 3.5795 -4.7656
C -4.4617 3.2399 -3.9538
C -4.6560 1.7516 -3.6829
H -5.5597 3.3887 -5.8320
H -6.0117 4.6123 -4.6323
H -3.5329 3.4801 -4.4635
H -4.4767 3.7880 -3.0091
H -4.2490 1.1337 -4.4849
H -4.2395 1.4503 -2.7253
*
```


Below is a molecular structure, C33H56CrN6OPSTe, with properties calculated with ωB97M-V/def2-TZVPD.

Results
Max |F| in eV Å⁻¹: 2.3
E_tot in eV: -101957.925
Kohn-Sham gap (spin up / spin down) in eV: 7.302 / 6.418

Structure (ORCA input):
```
! wB97M-V def2-TZVPD RIJCOSX def2/J DEFGRID3
* xyz 0 4
Cr 0.1775 1.2179 1.3800
N -0.1067 1.8303 3.7155
C 0.9162 1.6148 4.7529
C 1.6322 2.9055 5.1370
C 2.3999 3.5947 4.0090
C 3.4582 2.6995 3.3648
N 2.8494 1.9043 2.3005
H -0.5682 2.7220 3.8859
H -0.8221 1.1104 3.8000
H 1.6360 0.8888 4.3703
H 0.4632 1.1992 5.6631
H 2.3293 2.6692 5.9455
H 0.8905 3.6074 5.5319
H 2.8819 4.4809 4.4278
H 1.7119 3.9272 3.2269
H 3.8796 2.0200 4.1122
H 4.2805 3.3231 2.9890
H 3.4911 1.1986 1.9562
H 2.6351 2.5054 1.5093
N -1.2501 0.1581 1.9991
P -1.1623 -1.2207 1.2979
N -1.4106 -1.1762 -0.3632
C -0.9884 -2.1455 -1.3564
C -2.1339 -2.5128 -2.3025
C -2.7209 -1.2554 -2.9431
C -3.1466 -0.2706 -1.8556
C -1.9604 0.0431 -0.9476
N 0.2563 -2.0878 1.6102
C 0.4043 -3.5195 1.4240
C 1.6459 -3.7998 0.5516
C 2.6168 -2.6174 0.6487
C 2.6724 -2.1335 2.0945
C 1.2948 -1.5691 2.4885
N -2.2937 -2.3908 1.8067
C -2.2487 -2.6156 3.2529
C -3.3326 -1.8141 3.9671
C -4.7167 -2.3412 3.5650
C -4.6685 -2.9400 2.1506
C -3.6526 -2.2114 1.2799
H -0.6242 -3.0349 -0.8482
H -0.1670 -1.7339 -1.9606
H -2.9145 -3.0394 -1.7482
H -1.7557 -3.1918 -3.0708
H -3.5733 -1.5167 -3.5740
H -1.9670 -0.7819 -3.5807
H -3.9567 -0.7042 -1.2645
H -3.5081 0.6566 -2.3031
H -2.2711 0.6980 -0.1316
H -1.1983 0.5716 -1.5377
H -0.5072 -3.9197 0.9844
H 0.5245 -3.9986 2.4074
H 1.3681 -3.9469 -0.4935
H 2.1318 -4.7146 0.9000
H 2.2560 -1.7926 0.0286
H 3.6069 -2.9071 0.2940
H 3.4348 -1.3632 2.2202
H 2.9344 -2.9731 2.7436
H 1.3053 -0.4789 2.3974
H 1.0803 -1.8244 3.5400
H -1.2634 -2.3102 3.6143
H -2.3688 -3.6856 3.4628
H -3.2221 -0.7721 3.6595
H -3.2029 -1.8617 5.0499
H -5.4429 -1.5270 3.6000
H -5.0442 -3.1090 4.2694
H -5.6505 -2.8850 1.6785
H -4.3872 -3.9941 2.1977
H -3.9242 -1.1467 1.2254
H -3.6703 -2.6156 0.2659
Te -0.3930 3.5502 0.5709
O 1.2700 0.9367 0.2933
S 1.4065 2.5870 -1.8588
C 1.0367 3.7425 -3.2673
C -0.2816 3.4195 -3.8939
C -0.3581 2.7708 -5.1228
C -1.5791 2.3252 -5.6118
C -2.7367 2.5373 -4.8823
C -2.6784 3.2467 -3.6909
C -1.4604 3.6826 -3.1985
C 1.3343 1.0120 -2.7846
C 2.6318 0.6794 -3.4519
C 2.6898 0.4982 -4.8282
C 3.8851 0.1554 -5.4450
C 5.0323 -0.0091 -4.6869
C 4.9841 0.1786 -3.3121
C 3.7926 0.5237 -2.6983
H 1.8661 3.6702 -3.9706
H 1.0307 4.7236 -2.7964
H 0.5450 2.6154 -5.7010
H -1.6238 1.7980 -6.5561
H -3.6821 2.1488 -5.2377
H -3.5827 3.4548 -3.1349
H -1.4094 4.2162 -2.2585
H 0.5149 1.0720 -3.4989
H 1.1084 0.2901 -2.0020
H 1.7897 0.6132 -5.4189
H 3.9150 0.0215 -6.5178
H 5.9627 -0.2852 -5.1650
H 5.8799 0.0502 -2.7189
H 3.7474 0.6781 -1.6269
*
```


Below is 3 unconnected molecules or ions with the total composition C33H56FN2O6PS, with properties calculated with ωB97M-V/def2-TZVPD.

Results
Max |F| in eV Å⁻¹: 6.1
E_tot in eV: -73227.015
Kohn-Sham gap in eV: 6.861

Structure (ORCA input):
```
! wB97M-V def2-TZVPD RIJCOSX def2/J DEFGRID3
* xyz 0 1
C -7.7352 -3.4495 6.0164
C -6.6361 -2.9737 4.9012
C -5.3855 -4.0068 4.8700
C -5.2508 -4.7538 3.4281
C -3.7144 -5.0652 3.0720
C -2.8452 -3.7323 2.8233
C -3.4633 -2.9785 1.5419
C -2.3205 -3.0239 0.3640
C -1.6457 -1.5674 0.3371
C -0.3805 -1.6172 -0.6926
C 0.3267 -0.1444 -0.5844
C 1.8608 -0.3591 -0.1399
C 2.0318 -0.3097 1.4787
C 3.5891 -0.0601 1.8564
C 3.9514 1.4663 1.4535
C 4.8498 1.8316 0.2154
C 5.4227 0.5634 -0.6051
C 6.6147 -0.1248 0.2342
C 8.0756 0.4103 -0.1564
F 9.0453 -0.5149 0.4074
C 5.1721 3.3466 -0.1901
P 6.2107 3.7750 -1.6924
O 5.8804 2.9211 -2.9444
O 6.0600 5.4148 -2.2017
O 7.8633 3.6169 -1.2126
C 4.5628 4.4371 0.7635
C 4.8056 6.0304 0.5670
C 6.3871 6.3370 0.7479
O 7.0282 6.0842 1.8089
C 3.6499 4.0630 2.0124
N 3.0176 4.9839 2.9430
S 2.2230 3.9737 4.0909
N 2.5056 2.3408 3.5770
C 3.3258 2.5744 2.4101
H -8.7250 -3.6584 5.4518
H -7.3658 -4.3743 6.5939
H -7.9109 -2.5649 6.7310
H -6.2338 -1.9260 5.1171
H -7.1574 -2.9223 3.8732
H -5.4773 -4.8486 5.6561
H -4.4198 -3.4301 5.1470
H -5.7505 -4.0461 2.6687
H -5.8547 -5.7330 3.4007
H -3.6972 -5.6623 2.0805
H -3.2107 -5.7669 3.8476
H -1.7424 -4.0532 2.6693
H -2.8171 -3.0263 3.7438
H -3.7075 -1.8717 1.7425
H -4.3950 -3.4685 1.0965
H -2.8575 -3.1862 -0.6453
H -1.5778 -3.8801 0.5158
H -2.3651 -0.7393 -0.0616
H -1.1866 -1.2836 1.3622
H 0.3123 -2.4498 -0.2911
H -0.7135 -1.8758 -1.7546
H -0.1988 0.4791 0.2357
H 0.1860 0.3635 -1.5982
H 2.1919 -1.4076 -0.4577
H 2.4865 0.4367 -0.6747
H 1.7335 -1.3265 1.9403
H 1.3410 0.4745 1.9675
H 4.2665 -0.8315 1.3570
H 3.6935 -0.2392 2.9981
H 4.5567 -0.2062 -0.6373
H 5.6746 0.7962 -1.6944
H 6.5949 -1.2588 -0.0029
H 6.4013 -0.0442 1.3676
H 8.1850 0.4991 -1.2956
H 8.2040 1.4385 0.3601
H 5.0823 5.5171 -2.3522
H 8.3220 4.3770 -1.6659
H 4.4369 6.2717 -0.4906
H 4.1508 6.6515 1.2877
H 6.9457 6.7728 -0.1710
C -4.5821 0.9916 -3.3114
C -5.8682 0.4576 -2.7228
C -5.3569 -0.4941 -1.6594
O -4.1045 0.0317 -1.1988
C -3.6877 1.0748 -2.0918
H -4.6967 1.9500 -3.8215
H -4.1730 0.2693 -4.0261
H -6.4291 1.2738 -2.2554
H -6.5179 -0.0284 -3.4530
H -5.1698 -1.4905 -2.0742
H -6.0463 -0.5913 -0.8172
H -3.8142 2.0309 -1.5716
H -2.6311 0.9487 -2.3368
C -0.5580 -0.2836 -6.0866
C -0.7372 1.2181 -6.1072
C -1.3721 1.4782 -4.7557
O -0.8780 0.4698 -3.8637
C -0.2101 -0.5397 -4.6336
H 0.2061 -0.6446 -6.7772
H -1.5050 -0.7739 -6.3363
H 0.2408 1.7076 -6.1611
H -1.3448 1.5773 -6.9398
H -2.4609 1.3789 -4.8029
H -1.1292 2.4682 -4.3621
H 0.8664 -0.4366 -4.4590
H -0.5246 -1.5293 -4.2943
*
```